{
  "formula": "C27H19CsN8O5S",
  "method": "ωB97M-V/def2-TZVPD",
  "max_force_ha_per_bohr": 0.0978,
  "total_charge": -2,
  "lumo_ev": 3.78,
  "e_above_lowest_ev": 0.542,
  "homo_ev": -1.40,
  "species": ["Cs", "C", "C", "C", "C", "N", "C", "N", "C", "N", "C", "N", "C", "C", "C", "C", "C", "N", "C", "C", "C", "C", "C", "C", "H", "H", "H", "H", "H", "H", "H", "H", "H", "H", "H", "H", "O", "C", "C", "O", "C", "C", "O", "C", "O", "O", "C", "C", "C", "N", "N", "C", "N", "S", "H", "H", "H", "H", "H", "H", "H"],
  "positions_angstrom": [[1.107554, -1.244256, 1.097452], [-1.203624, 2.020606, -2.687729], [-2.116159, 2.827904, -2.007311], [-1.797541, 3.399481, -0.739173], [-0.571559, 3.080130, -0.225848], [0.339133, 2.333264, -0.889142], [0.047070, 1.840555, -2.089537], [-0.244923, 3.754630, 0.949142], [0.044670, 3.064975, 1.972009], [0.196824, 1.708152, 2.128379], [0.270269, 1.496454, 3.520731], [0.521861, 0.294320, 3.974505], [0.249886, -0.063734, 5.269777], [1.270074, -0.823434, 6.010064], [0.925529, -1.302342, 7.262693], [-0.316982, -1.038374, 7.799864], [-1.167377, -0.237211, 7.037966], [-0.909364, 0.242082, 5.814244], [0.129148, 2.805795, 4.319354], [-0.052867, 3.153604, 5.694432], [-0.197987, 4.504193, 5.918077], [-0.263103, 5.452957, 4.907645], [-0.108600, 5.091540, 3.594650], [0.097196, 3.734334, 3.299986], [-1.384162, 1.596654, -3.663645], [-3.102895, 2.960013, -2.412115], [-2.551062, 3.991605, -0.249521], [0.707146, 1.131721, -2.570779], [2.144653, -1.112882, 5.508616], [1.620979, -1.896732, 7.905480], [-0.573790, -1.297405, 8.856113], [-2.189481, -0.080076, 7.405599], [-0.110876, 2.462748, 6.596993], [-0.294037, 4.824151, 6.940229], [-0.385943, 6.501786, 5.111799], [-0.079505, 5.815557, 2.824175], [2.992001, -5.288371, -2.817887], [2.169963, -4.942276, -1.971470], [2.384273, -5.128871, -0.500794], [3.185371, -5.776146, 0.097241], [1.339440, -4.294503, 0.226385], [0.529401, -3.690921, -0.868539], [-0.377513, -2.848799, -0.731757], [0.976191, -4.151017, -2.081875], [0.324150, -3.945793, -3.176536], [1.224502, -4.104872, 1.435020], [0.322324, -1.496081, -9.545066], [0.834130, -1.949626, -8.195623], [-0.231051, -1.980189, -7.114587], [-1.073786, -0.996127, -6.900208], [-1.702539, -0.996260, -5.677977], [-1.350914, -1.988459, -4.891691], [-1.747318, -2.131763, -3.611954], [-0.127203, -3.009180, -5.690592], [1.205551, -1.175154, -10.158627], [-0.408859, -0.663530, -9.489057], [-0.099111, -2.302522, -10.175403], [1.604077, -1.245924, -7.886909], [1.270168, -2.944634, -8.294642], [-2.154974, -1.287464, -3.160777], [-1.138451, -2.654284, -3.001858]],
  "atomic_forces_ev_per_a": [[-0.1, 0.6, 0.2], [0.2, 0.8, 0.5], [0.5, -0.1, 1.0], [-1.3, -1.4, -2.9], [1.3, 0.6, -0.4], [0.2, 0.0, 0.2], [-1.4, -0.2, 0.6], [0.0, 0.2, -0.6], [0.5, -1.2, 1.4], [0.1, 0.5, 2.4], [0.0, -0.7, -1.3], [-0.2, 0.5, 0.0], [2.5, -0.6, 0.5], [-2.9, 0.4, 0.1], [1.5, -0.5, 0.2], [-1.0, 1.1, 0.7], [-0.5, -0.7, 0.3], [-0.8, -0.3, 0.7], [-0.4, -1.3, 0.0], [0.4, -0.8, -0.5], [-0.3, 0.1, 0.7], [0.4, 0.2, -0.2], [0.5, -1.3, 0.0], [-0.5, 1.5, 0.9], [-0.3, -0.1, 0.0], [-0.3, 0.2, -0.2], [0.2, 0.2, 0.4], [0.6, 0.2, 0.1], [1.1, -0.1, -0.5], [-0.4, 0.5, -0.9], [0.1, 0.0, -1.2], [0.4, 0.3, -0.1], [0.3, 0.8, -1.8], [-0.1, 0.2, 0.3], [-0.1, 0.2, 0.4], [-0.2, 0.6, -0.8], [-0.6, -0.1, -0.2], [1.8, -0.1, 0.6], [-2.2, 1.4, 0.6], [2.1, -1.6, 0.6], [-0.1, 0.0, -2.1], [0.2, 0.5, 3.0], [-1.1, 0.7, 0.2], [-1.5, -0.9, -4.7], [1.1, -0.1, 1.4], [0.1, -0.1, 0.5], [0.3, 0.4, -1.6], [-0.9, -0.3, 0.2], [-0.8, 1.0, 1.9], [0.5, -0.4, -0.5], [-0.1, -0.2, -0.3], [1.4, 0.4, -1.2], [-1.0, 1.1, 0.3], [-0.2, 0.0, 0.0], [-0.7, 0.1, 0.5], [0.5, -0.5, 0.1], [-0.2, 0.2, 0.6], [0.2, -0.1, 0.3], [0.2, 0.1, 0.1], [0.5, -1.0, -0.9], [0.6, -0.7, 0.3]],
  "mulliken_charge": [1.006, -0.549, -0.396, -0.572, 0.513, -0.426, -0.296, -0.584, 0.258, -0.448, -0.011, -0.373, 0.793, -0.917, -0.132, -0.541, -0.179, -0.551, 0.755, -0.420, -0.451, -0.696, -0.310, -0.046, 0.522, 0.371, 0.389, 0.444, 0.475, 0.297, 0.307, 0.354, 0.156, 0.382, 0.377, 0.504, -0.730, 0.020, 0.407, -0.680, 0.159, 0.822, -0.904, 0.441, -0.849, -0.800, -1.079, -0.141, 0.237, -0.329, -0.672, 0.409, -0.413, -0.001, 0.301, 0.316, 0.262, 0.238, 0.276, 0.258, 0.446]
}